No. 1
{
  "formula": "C23H23MnPSb",
  "method": "ωB97M-V/def2-TZVPD",
  "symbols": ["C", "C", "C", "C", "C", "Mn", "P", "H", "H", "H", "H", "H", "H", "H", "H", "C", "C", "C", "C", "C", "C", "Sb", "C", "C", "C", "C", "C", "C", "C", "C", "C", "C", "C", "C", "H", "H", "H", "H", "H", "H", "H", "H", "H", "H", "H", "H", "H", "H", "H"],
  "xyz": [[0.4156, 0.0334, -1.9855], [1.2459, 1.2291, -1.6975], [0.3064, 2.1982, -1.1078], [-1.0398, 1.6946, -0.9532], [-0.9992, 0.3182, -1.5025], [0.2695, 0.5134, -0.0702], [1.9417, -0.6054, 0.9476], [0.7395, -0.9558, -2.4852], [2.3491, 1.3497, -1.5669], [0.5932, 3.2930, -1.1752], [-1.9160, -0.3690, -1.5914], [-1.7454, 2.3622, -0.4153], [1.9342, -0.6166, 2.3652], [3.2736, -0.5893, 0.5828], [1.5473, -1.9787, 0.6570], [0.0492, -3.8341, 5.4137], [-0.0675, -4.3691, 4.1280], [-0.4284, -3.5638, 3.0414], [-0.6657, -2.2068, 3.2370], [-0.5951, -1.6713, 4.5060], [-0.2373, -2.4682, 5.5941], [-1.2298, -0.8678, 1.5914], [-2.2374, -2.3953, 0.4489], [-1.8438, -2.6753, -0.8456], [-2.3034, -3.7996, -1.4799], [-3.1836, -4.6677, -0.8327], [-3.6571, -4.3584, 0.4655], [-3.1643, -3.1984, 1.1152], [-2.6857, 0.3800, 2.5185], [-4.0430, 0.0898, 2.3705], [-4.9876, 0.9160, 3.0175], [-4.5463, 2.0101, 3.7947], [-3.1806, 2.2428, 3.9288], [-2.2577, 1.4332, 3.2993], [0.3175, -4.4729, 6.2811], [0.1373, -5.4362, 3.9840], [-0.5065, -4.0177, 2.0648], [-0.7986, -0.6240, 4.6795], [-0.1683, -2.0466, 6.5937], [-1.1799, -2.0218, -1.3600], [-1.9940, -4.0223, -2.4818], [-3.5365, -5.5958, -1.3108], [-4.3998, -5.0081, 0.9773], [-3.5144, -2.9869, 2.1417], [-4.4000, -0.7387, 1.7278], [-6.0729, 0.6907, 2.9123], [-5.3054, 2.6322, 4.2982], [-2.8662, 3.0641, 4.5342], [-1.2168, 1.6395, 3.3840]],
  "forces_ev_per_angstrom": [[0.110, -0.310, -1.057], [-1.646, 0.690, -1.058], [1.457, 2.459, -2.563], [0.922, 1.119, -1.404], [-1.490, -0.170, -1.376], [0.239, -2.086, 5.244], [-0.337, -0.956, 0.383], [-0.542, 1.891, 1.010], [-1.167, -0.194, -0.862], [-0.365, -1.416, 1.022], [1.785, 1.399, 0.018], [-0.037, -1.079, -0.899], [0.448, -0.361, -0.159], [0.991, -0.388, 0.140], [0.717, 0.672, 0.493], [-0.267, 0.375, 0.124], [0.208, -0.178, 0.161], [0.302, -0.207, 0.626], [-0.790, 0.390, -0.329], [0.406, -0.425, 0.879], [0.259, -0.646, 0.124], [-0.479, -1.992, -0.770], [1.141, 2.750, 1.916], [-0.048, -0.970, -1.092], [0.434, 0.622, -0.166], [-1.529, -1.557, 1.020], [0.545, 0.847, 0.248], [-1.968, -2.341, 0.521], [-0.463, -1.346, 0.013], [-0.965, 0.665, 0.185], [0.070, -0.108, -0.145], [-0.695, -0.750, -0.289], [-0.816, 0.129, 0.067], [-0.677, 0.080, -0.134], [-0.171, 0.508, -0.724], [-0.135, 0.384, -0.062], [-0.127, 0.102, -0.243], [-0.109, 0.145, -0.008], [-0.030, 0.048, -0.105], [0.505, 0.069, -0.209], [0.204, -0.007, -0.437], [0.208, 0.552, 0.139], [0.621, 0.471, -0.407], [0.270, -0.034, -0.621], [0.430, 0.494, 0.493], [0.917, 0.276, 0.118], [0.613, -0.246, -0.255], [0.293, 0.473, 0.308], [0.757, 0.156, 0.121]],
  "s_squared": 8.825,
  "multiplicity": 6,
  "largest_force_ha_per_bohr": 0.110,
  "total_charge": -1,
  "lumo_energy_ev": [2.8, 2.6]
}

No. 2
{
  "formula": "C4H26N2O9",
  "method": "ωB97M-V/def2-TZVPD",
  "symbols": ["O", "C", "O", "C", "C", "C", "N", "N", "H", "H", "H", "H", "H", "H", "H", "H", "H", "H", "H", "H", "H", "H", "O", "H", "H", "O", "H", "H", "O", "H", "H", "O", "H", "H", "O", "H", "H", "O", "H", "H", "O"],
  "xyz": [[1.5112, -2.6187, -0.9956], [0.8507, -1.8048, -0.3637], [0.3119, -2.0247, 0.8299], [0.2215, -0.4930, -0.9472], [-0.8229, 0.4079, -0.3191], [-2.1791, -0.3935, 0.0331], [-2.2919, -0.8498, 1.4439], [1.5085, 0.3655, -1.4672], [0.6736, -2.7783, 1.4864], [-0.2001, -1.0167, -1.8752], [-0.8502, 1.4293, -0.7347], [-0.4262, 0.4983, 0.7391], [-2.2038, -1.3831, -0.6834], [-3.2018, -0.0216, -0.3805], [-3.0124, -1.6217, 1.5631], [-1.4302, -1.2643, 1.7096], [-2.7132, -0.1701, 2.1623], [1.3412, 1.4008, -1.9165], [2.2300, 0.3885, -0.6932], [1.9615, -0.0768, -2.3323], [1.3541, 3.6525, -2.9281], [2.3733, 3.3099, -1.8909], [1.7363, 2.8335, -2.4218], [-3.3702, 1.8527, 2.7572], [-2.5890, 1.3652, 4.0833], [-2.9027, 1.1631, 3.1837], [-0.9707, 3.7709, 1.9519], [-2.2177, 4.2955, 1.3975], [-1.8516, 3.4249, 1.7670], [0.6850, -0.0430, -4.3599], [1.2198, -1.5723, -4.1544], [0.8385, -0.7676, -3.8199], [3.1553, 2.0688, 2.0376], [2.1864, 1.2162, 2.6437], [3.0608, 1.1744, 2.1606], [4.2492, -1.8726, 0.1875], [3.8523, -0.6400, 1.1745], [3.5804, -1.3017, 0.4551], [-1.1598, -4.1611, -0.7160], [-2.6690, -4.1128, -0.4567], [-1.8392, -3.6297, -0.3109]],
  "forces_ev_per_angstrom": [[-1.371, 2.459, 1.148], [0.413, -1.961, -0.744], [0.611, -1.409, 3.489], [1.757, -0.757, -4.002], [-0.008, -1.222, 3.985], [-1.323, -1.675, -4.658], [-3.193, -0.540, 0.283], [-0.293, 0.234, -0.565], [-0.615, 1.990, -2.885], [0.563, 1.404, 0.771], [-0.489, -0.763, -0.061], [-0.244, 0.812, -0.906], [0.570, 1.987, 2.167], [1.954, 0.364, 1.329], [1.102, 0.671, -0.846], [1.235, -0.331, 0.595], [1.366, 0.388, -0.513], [0.027, -1.971, 1.609], [-0.815, 0.006, -0.956], [-1.027, -0.168, 1.498], [0.566, -2.504, 0.936], [0.677, -0.158, 0.543], [-1.201, 2.985, -1.644], [-0.445, 1.609, -0.029], [-0.570, 0.352, -0.710], [0.908, -2.101, 0.749], [0.287, -0.469, 0.373], [0.107, -1.902, 0.630], [-0.450, 2.477, -1.102], [-0.099, 1.279, -2.513], [0.128, 0.055, -1.115], [0.093, -1.426, 3.113], [1.223, 3.529, -0.721], [1.391, -0.767, -0.503], [-2.589, -2.826, 1.149], [2.165, -1.313, -0.347], [-0.031, -1.712, -1.550], [-2.291, 3.438, 2.017], [0.377, -0.417, -0.256], [0.402, 0.038, -0.018], [-0.865, 0.312, 0.258]],
  "e_above_lowest_kcal_mol": 57.7,
  "largest_force_ha_per_bohr": 0.100,
  "total_charge": 2,
  "lumo_energy_ev": -5.5
}